C3H6ClNS | wB97M-V/def2-TZVPD

Positions of all 12 atoms, in Å:
1 C 0.935 0.445 -0.339
2 C -1.255 -0.298 0.463
3 C 0.182 -0.229 0.599
4 N -1.430 -1.691 -1.816
5 S -2.244 -0.753 -0.805
6 Cl 2.956 1.341 -2.411
7 H 1.941 0.541 -0.082
8 H 0.416 0.699 -1.272
9 H 1.887 0.605 -2.523
10 H -2.052 -0.003 1.219
11 H 0.524 -0.419 1.651
12 H -2.181 -2.148 -2.343

Computed properties:
lowest unoccupied orbital energy (alpha / beta)	-0.5540 / -0.5565	eV
spin multiplicity	1
charge	0
relative energy (zero: lowest compared OMol25 entry of this formula, charge and spin)	358.4	kJ/mol
energy	-1030.91591	Ha
frontier orbital gap (alpha / beta)	7.577 / 7.604	eV

=====

C4H38NO15 | wB97M-V/def2-TZVPD

Positions of all 58 atoms, in Å:
1 C 1.757 1.494 -0.032
2 C 0.263 1.769 -0.219
3 N -0.458 0.592 0.326
4 C -1.934 0.818 0.395
5 C -2.396 1.847 1.437
6 O -1.967 1.515 2.718
7 H 2.367 2.284 -0.499
8 H 2.027 1.426 1.014
9 H 2.114 0.593 -0.563
10 H 0.006 1.870 -1.295
11 H -0.059 2.737 0.258
12 H -0.136 0.411 1.284
13 H -2.296 1.108 -0.562
14 H -2.358 -0.206 0.613
15 H -3.456 1.915 1.492
16 H -1.991 2.895 1.237
17 H -1.805 -1.706 1.960
18 H -1.623 -3.181 1.446
19 O -2.229 -2.444 1.398
20 H 2.145 -1.916 -0.625
21 H 3.158 -1.681 0.581
22 O 3.096 -1.875 -0.417
23 H 0.661 -1.411 -1.954
24 H 0.047 -0.967 -0.598
25 O 0.499 -1.726 -1.082
26 H -1.211 -1.055 3.788
27 H -1.549 0.535 2.824
28 O -0.925 -0.787 2.933
29 H -1.705 1.406 -2.141
30 H -1.874 0.392 -3.340
31 O -1.849 1.418 -3.113
32 H 0.489 1.917 -4.974
33 H -0.384 1.760 -3.704
34 O 0.596 1.857 -4.054
35 H -1.055 2.859 3.387
36 H 0.367 3.105 3.854
37 O -0.471 3.548 3.709
38 H 2.136 -0.791 -3.243
39 H 0.948 0.163 -3.744
40 O 1.180 -0.712 -3.490
41 H 2.527 -0.699 2.559
42 H 2.175 -2.110 2.186
43 O 2.920 -1.498 2.227
44 H 0.445 -0.100 3.163
45 H 0.999 1.268 3.411
46 O 1.306 0.413 3.195
47 H 0.026 -1.985 2.297
48 H 0.555 -2.529 0.909
49 O 0.557 -2.743 1.878
50 H -0.601 -1.295 -3.457
51 H -1.837 -1.591 -2.594
52 O -1.560 -1.192 -3.467
53 H 3.816 0.421 -2.273
54 H 3.599 -1.052 -1.788
55 O 3.705 -0.483 -2.599
56 H -2.387 -2.227 -0.261
57 H -3.663 -2.209 -1.174
58 O -2.709 -2.167 -1.217

Computed properties:
lowest unoccupied orbital energy	2.7811	eV
spin multiplicity	1
charge	-1
relative energy (zero: lowest compared OMol25 entry of this formula, charge and spin)	0.0	kJ/mol
energy	-1358.70850	Ha
frontier orbital gap	9.658	eV

=====

C4H8O2S | wB97M-V/def2-TZVPD

Positions of all 15 atoms, in Å:
1 C -0.511 1.522 1.113
2 C -0.089 0.256 0.376
3 C 1.383 0.224 -0.083
4 O 1.504 -1.025 -0.697
5 S -1.190 0.066 -1.020
6 C -1.599 -1.675 -1.086
7 O -1.265 -2.486 -0.272
8 H 0.150 1.689 1.954
9 H -1.502 1.403 1.532
10 H -0.453 2.380 0.467
11 H -0.257 -0.641 1.022
12 H 1.621 0.964 -0.845
13 H 2.056 0.361 0.768
14 H 2.348 -1.165 -1.250
15 H -2.196 -1.873 -1.977

Computed properties:
lowest unoccupied orbital energy	0.7708	eV
structure (SMILES)	C[C@H](CO)SC=O
spin multiplicity	1
charge	0
relative energy (zero: lowest compared OMol25 entry of this formula, charge and spin)	105.8	kJ/mol
energy	-705.85530	Ha
frontier orbital gap	10.088	eV

=====

Copy entry 1 word for word.
C3H6ClNS | wB97M-V/def2-TZVPD

Positions of all 12 atoms, in Å:
1 C 0.935 0.445 -0.339
2 C -1.255 -0.298 0.463
3 C 0.182 -0.229 0.599
4 N -1.430 -1.691 -1.816
5 S -2.244 -0.753 -0.805
6 Cl 2.956 1.341 -2.411
7 H 1.941 0.541 -0.082
8 H 0.416 0.699 -1.272
9 H 1.887 0.605 -2.523
10 H -2.052 -0.003 1.219
11 H 0.524 -0.419 1.651
12 H -2.181 -2.148 -2.343

Computed properties:
lowest unoccupied orbital energy (alpha / beta)	-0.5540 / -0.5565	eV
spin multiplicity	1
charge	0
relative energy (zero: lowest compared OMol25 entry of this formula, charge and spin)	358.4	kJ/mol
energy	-1030.91591	Ha
frontier orbital gap (alpha / beta)	7.577 / 7.604	eV

=====

Which value of spin multiplicity does entry 2 give? 1

=====

charge of number 3 (C4H8O2S)? 0

=====

What is the energy in the second record? -1358.70850 Ha